Here is 7 unconnected molecules or ions with the total composition C57H76BrFN9O7S2 from the OMol25 dataset. Energies are from wB97M-V/def2-TZVPD.

The value obtained for the total energy is -182506.161 eV. Its HOMO-LUMO gap is 8.31 eV.

Structure (ORCA input):
```
! wB97M-V def2-TZVPD RIJCOSX def2/J DEFGRID3
* xyz 1 1
C -5.97517 3.73961 1.84915
H -0.78210 1.04466 -9.46790
H 2.40199 2.70609 1.65408
H -0.08422 -2.84511 4.93712
H -2.35759 -3.67569 -0.78117
H 10.20978 0.62497 -1.90483
H 6.79938 1.34441 0.58868
C -0.01498 1.10804 -4.08250
O 2.59974 -5.38115 2.23099
N -0.91344 -1.14111 1.60613
H -4.38061 -1.20993 1.05438
H 8.73472 -0.10953 -0.03371
H 4.98587 -0.08507 1.51024
H 0.58231 1.37394 3.21492
N 2.29962 5.97157 5.82232
H 1.29782 -0.21549 -2.32988
N -1.20507 1.42548 -4.92264
H -0.70475 3.05856 10.03745
H -2.04463 -8.33114 -4.23685
H 0.88413 -1.37279 -0.48476
S 4.22432 1.59605 2.58996
H 0.60287 4.20918 6.12225
H 3.38613 -4.81969 2.33120
S 2.13810 -5.40297 0.70596
C 2.51455 2.17355 2.60909
C 1.49021 1.01436 2.72655
C -0.12066 -0.07743 0.88203
C -0.85270 -9.57897 -2.94889
H -1.12421 3.06887 0.10819
C 8.13078 3.10572 -1.94992
H 2.24162 -3.15298 0.01557
H 0.48501 -10.48879 -1.53472
H 0.54190 2.05370 -4.02087
H -0.89538 -1.03312 -6.23892
H 3.74799 9.54253 5.48243
H -0.86984 -0.33988 -7.87756
C 0.72547 -3.14300 1.54095
H -3.87348 -2.50102 -4.57065
C 0.60059 -8.34412 -1.51414
C -0.95458 1.22487 0.83314
C -0.95898 1.17660 -6.33184
C 0.59615 0.35074 -1.69774
C -5.02130 4.94940 3.66282
C -4.33194 2.75152 3.07548
C 2.54877 8.00738 4.57656
O 4.71722 1.62938 3.92092
C -1.42544 1.43325 -11.49892
H -0.88192 -2.77345 0.17513
C 9.35617 1.22187 -1.60241
C -0.52841 0.81005 -2.67298
C 7.25237 2.79304 -0.92330
H -1.25786 -10.50987 -3.32118
O 4.99899 2.33859 1.64669
C -0.81546 -1.09880 3.10818
H 0.18517 -1.37808 3.45095
H -3.42193 -2.64004 1.27441
H -0.92504 -0.07667 3.48571
O -1.16334 2.07634 -7.10561
H -2.61477 -2.44414 3.31504
H -2.29123 0.42519 -0.79066
H 0.30817 2.77754 0.77023
H -2.43345 -1.05516 -13.54814
C 3.06739 6.50569 6.77329
C -1.15034 0.63333 -10.40089
H -3.48625 3.85713 4.71168
H 0.44137 -6.21344 -1.76836
H 2.31770 8.57115 3.68314
H -4.81059 -0.19185 -1.09653
N -1.31886 -0.69276 -10.39396
C -1.82898 -1.97219 3.90733
H -1.93168 0.77105 -4.62465
H -0.94032 1.72855 -2.23722
C -3.04437 -3.19653 -2.73984
C -4.20515 3.85558 3.90263
N -5.19722 2.67717 2.06248
C -3.79350 -2.31860 -3.50217
H 0.59724 -3.97236 2.24888
H 0.60656 -0.18579 -6.84928
H -1.39129 -3.23685 1.70557
H 3.25259 5.87097 7.63322
H 1.98622 -0.59796 1.38334
C -0.68336 -2.55505 1.22594
H -1.33892 0.06257 -2.71626
C 8.53594 0.81435 -0.56057
F -1.45354 1.81206 2.05226
C -2.29322 0.60424 0.27915
C -1.89377 0.82825 -12.65325
H 0.60907 0.30867 -4.50478
C 0.03162 3.57177 6.78689
H 1.35575 -8.28673 -0.74248
C -3.42237 -1.66514 0.77088
C 3.34271 8.54321 5.57744
H -6.57998 5.72685 2.39513
C 0.09105 -7.19053 -2.08758
C -1.29137 -8.36665 -3.45693
H -1.47592 -4.64894 -2.69699
C -4.39920 -1.25483 -2.86007
H -2.03899 1.24332 8.95920
C -2.36009 -4.42713 -3.30417
H -2.00803 -4.27331 -4.32839
C -1.43933 1.92177 8.36740
H -2.11810 1.41976 -13.53199
H 1.39947 -2.45806 2.05903
H -5.00517 -0.59453 -3.47918
C -3.51499 -1.90525 -0.72894
H 1.42440 6.26672 3.99250
H -1.27514 2.50301 -11.44950
H -1.63315 -3.44494 5.50329
H -6.66978 3.65021 1.02128
H 0.64797 4.57179 8.58460
O 1.17088 -6.42373 0.50577
N 9.16908 2.34441 -2.29504
H -4.95362 5.83287 4.28493
N -0.40294 2.35469 0.17693
H 8.00430 4.01151 -2.53308
H -0.99836 -4.00857 3.93340
H -3.71422 1.87841 3.21863
H 1.78282 0.92271 0.62597
C 7.46293 1.62138 -0.21732
Br -2.73881 -0.98895 5.33408
C 1.30956 0.26283 1.36253
C -1.77129 -1.25541 -11.51472
N -0.67521 2.60508 6.19609
H 2.40900 2.91509 3.40519
C -1.08482 -3.14650 4.60729
N -0.83821 -7.18160 -3.04418
C -1.39148 1.80318 6.98863
H 6.42641 3.44896 -0.68361
O 3.29830 -5.55260 -0.10809
C 1.40755 -3.80987 0.29470
H 1.96190 0.30612 3.42571
C -2.07063 -0.54541 -12.66613
H -3.04986 1.29878 0.65688
C 2.05406 6.72491 4.74898
H -2.82667 -0.20073 2.09376
H -2.99823 -5.31361 -3.23809
C -2.33597 -0.65883 1.22830
C 0.11471 -9.56318 -1.95694
C 0.05525 3.77386 8.15879
C -0.69704 2.93126 8.96220
H 0.74178 -3.87274 -0.56864
C 0.11904 -0.59014 -0.58148
C -4.27737 -1.04763 -1.50920
C -2.93035 -2.96613 -1.38573
H -1.89821 -2.33201 -11.47700
C 3.60895 7.77943 6.70150
H -0.76024 -1.11620 -0.98373
C -0.48851 -0.21310 -6.83966
H 1.13269 1.25413 -1.40153
O 4.24078 0.05781 2.11622
C -5.92611 4.89416 2.61453
H 4.22322 8.16139 7.50511
H -1.94253 1.03231 6.46335
*
```